{"formula": "C3H15NO4", "method": "ωB97M-V with the def2-TZVPD basis set", "total_energy_ev": -13019.59532, "lumo_ev": [-7.17, -9.38], "charge": 1, "multiplicity": 2, "orbital_gap_ev": [7.13, 5.04], "elements": ["C", "C", "N", "C", "H", "H", "H", "H", "H", "H", "H", "H", "H", "O", "H", "H", "O", "H", "H", "O", "H", "H", "O"], "xyz": [[-1.5109, 1.1956, 0.0855], [-0.1684, 1.8433, -0.2972], [0.9379, 1.0131, -0.2661], [1.1274, 0.1817, 0.8927], [-1.7629, 0.5122, -0.7472], [-2.3985, 1.8309, 0.1267], [-0.0804, 2.7025, 0.4098], [-0.3487, 2.2812, -1.2804], [0.2419, -0.3536, 1.2149], [2.0674, -0.3429, 0.7593], [1.1407, 0.9226, 1.7327], [-0.8876, -4.4861, 0.2881], [-1.0950, -2.9331, 0.7592], [-0.6976, -3.5666, 0.1236], [-2.2954, -1.8288, 2.1096], [-1.6150, 0.6323, 1.0284], [-1.5874, -1.6716, 1.4537], [0.4554, -0.7980, -1.4434], [-0.0640, -2.2092, -1.4400], [0.3072, -1.5361, -2.0324], [3.5204, 2.1964, -1.3805], [2.0509, 1.8357, -0.9155], [2.6625, 2.5785, -1.1815]], "forces_ev_per_angstrom": [[-1.3, -2.0, -0.6], [-1.8, 1.9, -0.1], [-1.9, -0.6, 2.5], [1.3, 1.2, 0.1], [0.1, -0.1, 0.5], [0.7, 0.9, -0.3], [0.9, -0.2, -0.4], [0.4, 0.2, -0.2], [-0.2, -0.9, -0.9], [-0.1, -0.5, 0.6], [0.8, -0.2, -0.4], [-0.2, -0.2, 0.3], [0.1, -1.4, -0.5], [0.6, 0.7, -0.6], [0.0, 0.0, 0.0], [0.9, 0.3, -0.4], [-0.4, 0.8, 0.8], [0.1, 0.2, 0.0], [0.0, -0.4, -0.1], [-0.2, -0.1, 0.2], [0.4, -0.2, -0.1], [0.5, 0.2, -0.5], [-0.4, 0.1, 0.2]]}



{"formula": "C2H2FKO", "method": "ωB97M-V with the def2-TZVPD basis set", "total_energy_ev": -23193.56765, "lumo_ev": -1.28, "multiplicity": 1, "orbital_gap_ev": 5.40, "elements": ["C", "C", "O", "H", "H", "K", "F"], "xyz": [[0.0074, -0.3686, 0.2230], [-0.0398, -1.6048, 0.1538], [-0.5811, 0.7829, 0.1388], [0.3712, -2.5186, -0.2403], [1.3076, 1.6546, -0.3021], [-3.2791, 0.9842, 0.3921], [2.2138, 1.0702, -0.3653]], "forces_ev_per_angstrom": [[-3.5, 0.4, -0.9], [1.1, -0.2, -0.1], [1.5, -0.1, 0.6], [0.0, 0.3, 0.4], [3.6, -3.1, -0.1], [1.1, -0.3, -0.1], [-3.7, 3.0, 0.2]]}



{"formula": "C62H83N6O7P2PbTe", "method": "ωB97M-V with the def2-TZVPD basis set", "total_energy_ev": -120035.50670, "lumo_ev": 1.78, "charge": -1, "multiplicity": 1, "orbital_gap_ev": 5.73, "elements": ["Pb", "C", "O", "C", "C", "C", "C", "C", "C", "C", "C", "C", "C", "C", "C", "C", "C", "C", "C", "C", "C", "C", "C", "C", "C", "C", "C", "C", "C", "C", "C", "C", "C", "O", "C", "C", "C", "C", "C", "O", "C", "C", "C", "C", "C", "C", "O", "C", "C", "C", "C", "H", "H", "H", "H", "H", "H", "H", "H", "H", "H", "H", "H", "H", "H", "H", "H", "H", "H", "H", "H", "H", "H", "H", "H", "H", "H", "H", "H", "H", "H", "H", "H", "H", "H", "H", "H", "H", "H", "H", "H", "H", "H", "H", "H", "H", "H", "H", "H", "H", "H", "H", "H", "H", "H", "H", "H", "H", "H", "C", "N", "C", "C", "N", "C", "P", "C", "N", "C", "C", "N", "C", "C", "N", "C", "C", "N", "C", "H", "H", "H", "H", "H", "H", "H", "H", "H", "H", "H", "H", "H", "H", "H", "C", "C", "O", "P", "O", "Te", "O", "C", "C", "H", "H", "H", "H", "H", "H", "H", "H", "H", "H"], "xyz": [[0.1700, -1.8065, -0.4507], [2.3483, -3.9957, 1.6838], [1.7130, -2.7352, 1.4873], [1.6098, -1.9631, 2.6395], [0.5247, -2.1543, 3.4866], [-0.6139, -3.1165, 3.1508], [-1.9371, -2.4428, 2.8195], [-2.7128, -1.8631, 3.8118], [-3.8948, -1.1672, 3.5570], [-4.2773, -1.0734, 2.2190], [-3.5462, -1.6514, 1.1904], [-3.9410, -1.3824, -0.2470], [-3.3831, -0.0596, -0.7543], [-4.1025, 0.8132, -1.8088], [-2.9054, 2.6532, -1.9961], [-1.4941, 2.8778, -1.5284], [-0.9056, 2.2314, -0.5135], [0.3635, 2.8125, 0.1039], [1.7777, 2.2188, 0.1674], [2.8299, 3.0817, -0.1092], [4.1703, 2.7876, 0.1650], [4.4230, 1.5869, 0.8335], [3.4104, 0.6819, 1.1115], [3.6570, -0.6181, 1.8631], [2.5687, -0.9602, 2.8705], [2.4672, -0.2302, 4.0386], [1.4397, -0.4395, 4.9643], [0.4852, -1.3955, 4.6636], [1.4009, 0.3964, 6.2434], [0.2457, -0.0013, 7.1619], [1.2361, 1.8777, 5.8779], [2.7134, 0.2084, 7.0180], [2.0876, 0.9286, 0.6819], [1.2328, -0.0046, 0.8153], [5.2633, 3.7814, -0.2247], [5.2094, 4.0411, -1.7378], [5.0619, 5.1120, 0.5146], [6.6597, 3.2586, 0.1122], [-1.6891, 1.0459, -0.0417], [-1.2675, 0.2755, 1.0271], [-1.1723, 0.9039, 2.2943], [-3.4696, 3.9274, -2.6834], [-3.2238, 5.1081, -1.7253], [-2.7569, 4.2200, -4.0181], [-4.9980, 3.8976, -2.8975], [-2.3797, -2.4111, 1.4678], [-1.7364, -3.0083, 0.5193], [-4.6833, -0.5483, 4.7100], [-5.1577, -1.6498, 5.6682], [-3.7940, 0.4350, 5.4845], [-5.9125, 0.2179, 4.2196], [3.3654, -3.8494, 2.0599], [1.7880, -4.6079, 2.3957], [2.3732, -4.4991, 0.7153], [-0.3356, -3.7309, 2.2968], [-0.7644, -3.7844, 4.0043], [-2.3738, -1.9526, 4.8404], [-5.1688, -0.5142, 1.9491], [-3.5768, -2.1851, -0.8944], [-5.0337, -1.3399, -0.3151], [-5.0480, 0.5158, -2.2588], [-0.9576, 3.7018, -1.9852], [0.4827, 3.7838, -0.3825], [0.0887, 3.0499, 1.1379], [2.5867, 4.0483, -0.5462], [5.4309, 1.3372, 1.1501], [3.7706, -1.4527, 1.1680], [4.6030, -0.5066, 2.4004], [3.1958, 0.5581, 4.2057], [-0.3393, -1.5638, 5.3426], [-0.7227, 0.1583, 6.6829], [0.3137, -1.0500, 7.4589], [0.2749, 0.6097, 8.0675], [0.2865, 2.0395, 5.3624], [1.2518, 2.4993, 6.7781], [2.0359, 2.2145, 5.2167], [2.8726, -0.8469, 7.2492], [3.5711, 0.5582, 6.4422], [2.6839, 0.7682, 7.9573], [4.2531, 4.4773, -2.0314], [6.0050, 4.7294, -2.0406], [5.3300, 3.1053, -2.2878], [4.0818, 5.5392, 0.2961], [5.1269, 4.9607, 1.5941], [5.8240, 5.8405, 0.2194], [6.8634, 2.3142, -0.3971], [7.4111, 3.9863, -0.2052], [6.7807, 3.0996, 1.1856], [-1.8858, 1.7332, 2.3794], [-1.4175, 0.1480, 3.0379], [-0.1576, 1.2617, 2.4678], [-2.1785, 5.4081, -1.6896], [-3.8097, 5.9642, -2.0685], [-3.5374, 4.8641, -0.7079], [-1.7265, 3.8608, -4.0181], [-3.2721, 3.7657, -4.8635], [-2.7351, 5.2974, -4.1953], [-5.5277, 4.1229, -1.9719], [-5.2702, 4.6705, -3.6197], [-5.3867, 2.9501, -3.2650], [-4.3126, -2.2063, 6.0768], [-5.7209, -1.2221, 6.5040], [-5.8008, -2.3589, 5.1428], [-2.8996, -0.0573, 5.8704], [-3.4670, 1.2487, 4.8321], [-4.3368, 0.8657, 6.3317], [-6.6160, -0.4415, 3.7066], [-6.4299, 0.6671, 5.0714], [-5.6336, 1.0214, 3.5338], [1.4722, 0.0843, -5.8750], [1.6434, 0.0390, -4.4371], [2.8224, 0.2460, -3.7577], [2.5292, 0.0912, -2.4372], [1.1991, -0.2067, -2.3029], [0.6840, -0.2270, -3.5105], [-1.0950, -0.4036, -3.8822], [-1.2572, -2.2143, -3.6449], [-1.1300, -2.8346, -2.4905], [-1.4729, -4.1435, -2.6855], [-1.8211, -4.3198, -3.9918], [-1.6941, -3.0898, -4.5940], [-1.8988, -2.8083, -6.0002], [-1.8349, 0.4038, -2.5319], [-1.9327, 0.0106, -1.1690], [-3.2068, 1.2103, 0.1281], [-3.8768, 2.0668, -0.9421], [-3.0413, 1.2551, -2.8033], [-3.4871, 1.2431, -4.2063], [2.4382, 0.2886, -6.3311], [0.7695, 0.8670, -6.1592], [1.1048, -0.8707, -6.2498], [3.7399, 0.4803, -4.2700], [3.1842, 0.1710, -1.5833], [-1.4299, -4.8622, -1.8835], [-2.1262, -5.1927, -4.5427], [-2.3412, -3.6844, -6.4696], [-0.9550, -2.5840, -6.4975], [-2.5693, -1.9598, -6.1287], [-3.5832, 1.2781, 1.1446], [-4.6881, 2.7111, -0.6257], [-4.3683, 1.8602, -4.3323], [-3.7262, 0.2115, -4.4580], [-2.6886, 1.5856, -4.8558], [5.0569, -2.6066, -1.4161], [4.6420, -3.1581, -2.7647], [3.9531, -4.4098, -2.6097], [2.3351, -4.3489, -2.5580], [1.9133, -3.0912, -1.8714], [1.6322, -6.4721, -1.8576], [1.9331, -4.0502, -4.1103], [2.1213, -5.0303, -5.1210], [1.5900, -4.4519, -6.4137], [5.6476, -1.6952, -1.5423], [5.6565, -3.3406, -0.8749], [4.1717, -2.3721, -0.8249], [5.5147, -3.3678, -3.3864], [4.0102, -2.4392, -3.2899], [1.5914, -5.9471, -4.8526], [3.1841, -5.2759, -5.2081], [0.5237, -4.2340, -6.3180], [1.7278, -5.1631, -7.2310], [2.1097, -3.5254, -6.6667]], "forces_ev_per_angstrom": [[-0.2, -0.1, 0.0], [0.0, -0.1, -0.1], [0.1, 0.1, 0.3], [0.1, -0.1, 0.1], [0.0, 0.0, -0.1], [0.1, 0.0, 0.1], [0.0, 0.0, 0.2], [0.0, -0.1, 0.0], [0.0, 0.0, -0.1], [0.1, 0.0, 0.0], [-0.2, 0.0, 0.0], [0.0, 0.0, 0.0], [0.1, 0.1, 0.0], [-0.1, 0.1, 0.1], [0.0, 0.0, 0.0], [-0.1, 0.2, -0.1], [0.1, -0.1, -0.1], [0.1, -0.1, 0.0], [-0.1, 0.1, 0.0], [0.0, 0.0, 0.0], [-0.1, 0.0, 0.0], [0.0, 0.0, 0.0], [0.3, 0.0, 0.1], [0.0, 0.0, 0.0], [0.0, -0.2, 0.0], [-0.1, 0.1, -0.1], [0.0, 0.0, 0.0], [-0.1, 0.0, 0.0], [0.0, 0.0, 0.0], [0.0, 0.0, 0.0], [0.0, 0.0, 0.0], [0.0, 0.0, 0.0], [-0.1, 0.1, 0.0], [-0.4, 0.1, -0.2], [0.0, 0.0, 0.0], [0.0, 0.0, 0.0], [0.0, 0.0, 0.0], [0.0, 0.0, 0.0], [-0.2, -0.2, -0.2], [0.1, 0.0, 0.1], [0.0, 0.0, -0.1], [-0.1, 0.0, -0.1], [0.0, 0.0, 0.0], [0.0, 0.0, 0.0], [0.0, 0.0, 0.0], [0.0, 0.0, -0.1], [0.1, 0.0, 0.0], [0.0, 0.0, 0.0], [0.0, 0.0, 0.0], [0.0, 0.0, 0.0], [0.0, 0.0, 0.0], [0.0, 0.0, 0.0], [0.0, 0.0, 0.0], [0.0, 0.1, 0.1], [0.0, 0.0, 0.0], [0.0, 0.0, 0.0], [0.0, 0.0, 0.0], [0.0, 0.0, 0.0], [0.0, 0.0, 0.0], [0.0, 0.0, 0.0], [0.0, 0.0, -0.1], [0.0, 0.0, 0.0], [0.0, 0.0, 0.0], [0.0, 0.0, 0.0], [0.0, 0.0, 0.0], [0.0, 0.0, 0.0], [0.0, 0.0, 0.0], [0.0, -0.1, 0.0], [0.0, 0.0, 0.0], [0.0, 0.0, 0.0], [0.0, 0.0, 0.0], [0.0, 0.0, 0.0], [0.0, 0.0, 0.0], [0.0, 0.0, 0.0], [0.0, 0.0, 0.0], [0.0, 0.0, 0.0], [0.0, 0.0, 0.0], [0.0, 0.0, 0.0], [0.0, 0.0, 0.0], [0.0, 0.0, 0.0], [0.0, 0.0, 0.0], [0.0, 0.0, 0.0], [0.0, 0.0, 0.0], [0.0, 0.0, 0.0], [0.0, 0.0, 0.0], [0.0, 0.0, 0.0], [0.0, 0.0, 0.0], [0.0, 0.0, 0.0], [0.0, 0.0, 0.0], [0.0, 0.0, 0.0], [0.1, 0.0, 0.0], [0.0, 0.0, 0.0], [0.0, 0.0, 0.0], [0.0, 0.0, 0.0], [0.0, 0.0, 0.0], [0.0, 0.0, 0.0], [0.0, 0.0, 0.0], [0.0, 0.0, 0.0], [0.0, 0.0, 0.0], [0.0, 0.0, 0.0], [0.0, 0.0, 0.0], [0.0, 0.0, 0.0], [0.0, 0.0, 0.0], [0.0, 0.0, 0.0], [0.0, 0.0, 0.0], [0.0, 0.0, 0.0], [0.0, 0.0, 0.0], [0.0, 0.0, 0.0], [0.0, 0.0, 0.0], [0.0, 0.0, 0.1], [0.0, 0.0, -0.1], [0.0, 0.0, -0.1], [-0.1, -0.1, 0.0], [0.2, 0.3, 0.0], [0.0, -0.1, 0.0], [0.1, 0.1, 0.1], [-0.1, 0.0, 0.2], [-0.1, -0.1, -0.1], [0.0, 0.1, 0.0], [0.0, 0.0, 0.0], [0.0, 0.0, -0.2], [0.0, 0.0, 0.1], [-0.5, -0.2, -0.1], [0.2, 0.2, 0.2], [0.0, 0.0, 0.0], [0.0, -0.1, -0.1], [0.3, -0.1, 0.1], [-0.1, 0.1, 0.0], [0.0, 0.0, 0.0], [0.0, 0.0, 0.0], [0.0, 0.0, 0.0], [0.0, 0.0, 0.0], [0.0, 0.0, 0.0], [0.0, 0.0, 0.0], [0.0, 0.0, 0.0], [0.0, 0.0, 0.0], [0.0, 0.0, 0.0], [0.0, 0.0, 0.0], [0.0, 0.0, 0.0], [0.0, 0.0, 0.0], [0.0, 0.0, 0.0], [0.0, 0.0, 0.0], [0.0, 0.0, 0.0], [0.0, 0.0, 0.0], [0.1, 0.0, 0.0], [0.0, 0.1, -0.1], [0.0, 0.3, -0.2], [0.0, -0.2, 0.4], [-0.1, -0.1, 0.1], [0.0, -0.1, 0.0], [0.0, 0.1, 0.0], [0.0, 0.0, -0.1], [0.0, 0.0, 0.0], [0.0, 0.0, 0.0], [0.0, 0.0, 0.0], [0.0, 0.0, 0.0], [0.0, 0.0, 0.0], [0.0, 0.0, 0.0], [0.0, 0.0, 0.0], [0.1, 0.0, 0.0], [0.0, 0.0, 0.0], [0.0, 0.0, 0.0]]}



In order of appearance, energy above the lowest of the compared OMol25 structures with the same formula, charge and spin = 168.3 23.1 0.0 kcal/mol.